Entry from the Open Molecules 2025 dataset: a structure of composition C30H42MgN9O4P3 (ωB97M-V/def2-TZVPD).

```
89
C30H42MgN9O4P3, DFT ωB97M-V/def2-TZVPD
Mg -0.489 0.245 -0.551
C 2.087 3.400 -2.513
C 0.984 2.663 -2.099
N 1.128 1.573 -1.356
C 2.370 1.197 -1.022
C 3.468 1.925 -1.477
N 3.320 3.018 -2.210
C 2.454 0.026 -0.121
C 3.631 -0.589 0.272
C 3.571 -1.671 1.155
C 2.319 -2.071 1.624
C 1.188 -1.405 1.183
N 1.265 -0.390 0.320
C -0.192 -1.720 1.607
C -0.532 -2.697 2.541
N -1.791 -2.919 2.884
C -2.733 -2.167 2.329
C -2.412 -1.188 1.401
N -1.152 -0.979 1.036
C 4.799 -2.372 1.570
C 5.975 -1.674 1.832
C 7.103 -2.393 2.199
N 7.119 -3.716 2.305
C 5.998 -4.381 2.058
C 4.813 -3.759 1.694
H 1.987 4.307 -3.095
H -0.029 2.937 -2.366
H 4.486 1.632 -1.251
H 4.587 -0.262 -0.110
H 2.245 -2.887 2.329
H 0.213 -3.317 3.024
H -3.754 -2.358 2.635
H -3.165 -0.563 0.934
H 6.007 -0.593 1.786
H 8.036 -1.886 2.417
H 6.050 -5.460 2.154
H 3.928 -4.346 1.484
C -4.156 -0.194 -2.517
P -2.811 0.937 -2.928
C -2.249 0.548 -4.602
C -3.464 2.617 -2.951
O -1.681 0.845 -1.923
H -4.877 -0.260 -3.332
H -4.669 0.156 -1.620
H -3.734 -1.177 -2.313
H -3.075 0.164 -5.201
H -1.453 -0.194 -4.558
H -1.864 1.452 -5.073
H -4.319 2.715 -3.620
H -2.673 3.291 -3.282
H -3.758 2.885 -1.935
C -2.538 3.633 3.652
N -1.393 2.747 3.845
C -0.164 3.530 3.746
N -0.058 4.260 2.485
C -1.238 5.105 2.317
N -2.485 4.346 2.378
C -2.657 3.464 1.244
P -1.294 2.168 1.121
C -1.407 1.632 2.920
C 0.129 3.367 1.360
H -2.537 4.370 4.455
H -3.462 3.055 3.709
H 0.695 2.862 3.844
H -0.144 4.248 4.566
H -1.176 5.627 1.360
H -1.248 5.844 3.119
H -2.671 4.055 0.325
H -3.617 2.949 1.337
H -0.572 0.963 3.149
H -2.336 1.071 3.059
H 0.241 3.960 0.448
H 1.050 2.793 1.508
C -1.454 -2.982 -4.382
O -0.616 -3.091 -3.230
P -0.704 -2.260 -1.842
O 0.399 -3.144 -1.045
C 1.695 -3.403 -1.612
O -2.057 -2.812 -1.166
C -2.334 -4.226 -1.056
H -1.049 -2.250 -5.081
H -2.479 -2.717 -4.116
H -1.452 -3.958 -4.861
H 2.242 -4.003 -0.890
H 2.234 -2.469 -1.795
H 1.606 -3.958 -2.542
H -3.384 -4.321 -0.792
H -1.713 -4.671 -0.282
H -2.149 -4.734 -2.001
```

Properties
Highest occupied orbital energy: -12.8629 eV
Net charge: +2
DFT total energy: -3186.05185 hartree